# C6H17NO

A cluster of 2 separate species, C6H17NO in total at a distorted geometry (ωB97M-V/def2-TZVPD, OMol25).

HOMO level (alpha / beta) ... -14.232 / -14.232 eV
Net charge ... +1
2S+1 ... 2
HOMO-LUMO gap (alpha / beta) ... 11.629 / 6.865 eV
Relative energy (zero: lowest compared OMol25 entry of this formula, charge and spin) ... 31.2 kcal per mole
<S²> ... 0.754
Total energy ... -368.44383 Eh

The geometry in XYZ format:
```
25
C6H17NO | OMol25 | ωB97M-V/def2-TZVPD
H 0.701 -0.536 -3.579
C 0.049 -0.538 -2.661
H 1.230 -0.833 2.554
H 2.356 0.355 -1.787
H 3.102 -0.018 -0.412
H 1.478 0.818 1.766
H -4.060 0.648 0.282
H -0.478 1.694 2.562
H -0.919 -0.927 -3.004
H -4.556 1.977 -0.484
C 2.041 0.314 -0.759
H -1.245 0.125 2.899
C 0.575 -1.423 -1.600
H 1.727 1.239 -0.190
H 0.072 0.649 3.880
H -0.473 0.432 0.178
C -0.318 0.668 2.860
H -0.259 -2.043 -1.297
C 0.783 -0.001 1.922
H 0.025 0.496 -2.370
O -3.904 1.559 0.111
H 1.302 -2.213 -1.928
H -0.514 -1.267 0.778
C 0.132 -0.373 0.639
N 1.154 -0.803 -0.359
```